(1)
This record from the OMol25 dataset describes a 2-piece molecular cluster, C11H18 overall at a distorted geometry. The level of theory is ωB97M-V with the def2-TZVPD basis set.

```
29
Properties=species:S:1:pos:R:3:forces:R:3
C -1.881 -1.914 -0.163 -0.32 -0.45 0.74
C -1.054 -2.402 -1.329 0.34 0.34 -1.16
C -3.067 -2.856 0.106 0.09 0.35 -0.04
C -1.032 -1.785 1.103 -0.18 0.22 0.09
H -2.289 -0.919 -0.362 0.13 -0.03 -0.28
H -0.383 -1.631 -1.714 0.19 0.10 0.43
H -2.743 -3.748 0.634 0.14 -0.31 -0.06
H -3.802 -2.375 0.752 -0.08 0.07 0.00
H -3.554 -3.143 -0.826 -0.10 -0.07 0.01
H -0.512 -2.707 1.338 0.34 -0.31 -0.28
H -0.319 -0.966 0.991 0.05 -0.04 0.18
H -1.654 -1.629 1.991 -0.08 0.41 -0.15
H -1.653 -2.631 -2.218 -0.31 -0.16 0.20
H -0.438 -3.285 -1.132 -0.15 -0.01 0.32
C 3.106 0.213 -0.598 -0.82 0.20 -0.32
C -0.357 1.892 -0.704 0.20 0.25 1.20
C -0.325 2.492 0.574 -0.22 1.08 -0.02
C 0.799 1.094 -1.028 -0.46 0.03 -0.86
C 1.923 1.105 -0.255 0.71 -0.42 1.37
C 0.739 2.427 1.441 0.89 -1.09 0.03
C 1.942 1.719 1.027 -0.59 0.28 -0.56
H -1.276 1.984 -1.263 0.16 -0.17 -0.45
H -1.088 3.234 0.829 -0.41 -0.58 0.12
H 0.786 0.468 -1.911 0.10 -0.02 -0.28
H 0.679 2.644 2.505 -0.30 0.68 -0.19
H 4.049 0.624 -0.240 0.06 0.07 -0.06
H 3.122 0.075 -1.682 0.31 -0.13 0.03
H 2.849 1.791 1.613 0.11 -0.13 -0.01
H 2.943 -0.755 -0.121 0.20 -0.16 0.01
```
Forces are in eV/Å.

Results
HOMO level (spin up / spin down) = 0.71 / -3.32 eV
gap between HOMO and LUMO (spin up / spin down) = 2.74 / 6.77 eV
expectation value of S² = 0.76
net charge = -1
relative energy (zero: lowest compared OMol25 entry of this formula, charge and spin) = 6.7 kcal per mole
spin multiplicity = 2

Here are the Mulliken charges for atoms 1 to 6, given in e:
1 C 1.0959
2 C -1.1750
3 C -1.5753
4 C -1.2762
5 H 0.1103
6 H 0.1403


(2)
This record from the OMol25 dataset describes C7H18BBrInNS as an isolated structure at a distorted geometry. The level of theory is ωB97M-V with the def2-TZVPD basis set.

```
30
Properties=species:S:1:pos:R:3:forces:R:3
C 3.665 -0.619 0.016 -0.11 -0.10 -0.02
C 2.465 -1.476 -0.326 0.36 0.23 -0.27
S 1.320 -1.475 1.031 0.48 0.89 0.92
C -0.142 -1.898 0.370 -1.27 -1.50 -0.97
B -0.956 -0.376 0.107 0.86 1.72 1.08
C -2.023 -1.062 -1.164 -0.54 -1.72 -0.83
N -3.073 -1.701 -0.588 0.57 -0.10 0.94
C -0.213 0.989 -0.424 -0.43 -0.49 0.29
C -0.303 2.226 0.463 -1.09 -0.49 0.01
C -1.650 2.554 1.027 0.25 0.46 0.54
Br 1.066 2.204 1.922 -0.99 -0.93 1.65
H 4.280 -0.515 -0.862 0.33 0.01 -0.29
H 4.253 -1.059 0.803 0.28 -0.16 0.30
H 3.364 0.366 0.338 -0.11 0.43 0.12
H 2.768 -2.494 -0.530 -0.02 -0.44 0.02
H 1.970 -1.109 -1.214 -0.33 0.11 -0.26
H -0.084 -2.559 -0.479 0.19 -0.05 -0.43
H -0.751 -2.385 1.120 -0.50 0.15 0.24
H -1.612 -0.174 1.090 0.13 -0.18 -0.03
H -2.334 -0.177 -1.715 0.37 0.84 0.55
H -1.506 -1.740 -1.820 0.28 -0.01 -0.39
H -2.996 -2.701 -0.464 -0.15 -0.19 -0.14
H -3.517 -1.263 0.210 -0.51 0.25 -0.28
H 0.818 0.801 -0.705 0.33 -0.14 -0.22
H -0.702 1.308 -1.337 -0.17 0.06 -0.42
H -0.046 3.112 -0.169 -0.99 -0.26 0.40
H -2.327 2.794 0.221 -0.35 -0.15 -0.32
H -1.576 3.437 1.643 -0.04 0.41 0.15
H -2.027 1.779 1.667 -0.30 -0.43 0.07
In 1.870 3.214 -0.232 3.48 1.79 -2.41
```
Forces are in eV/Å.

Results
HOMO level = -16.04 eV
gap between HOMO and LUMO = 5.83 eV
net charge = +2

Here are the Mulliken charges for atoms 1 to 6, given in e:
1 C -1.1855
2 C -0.3565
3 S 0.1456
4 C -0.6926
5 B 0.3346
6 C -0.4956


(3)
This record from the OMol25 dataset describes an isolated molecule of C31H38F9NO3S at a distorted geometry. The level of theory is ωB97M-V with the def2-TZVPD basis set.

```
83
Properties=species:S:1:pos:R:3:forces:R:3
C -0.334 2.546 3.656 -0.15 0.12 0.34
O 0.160 2.776 2.356 -0.09 0.07 -0.15
C 0.075 4.133 1.936 0.10 -0.38 -0.17
C -0.273 4.152 0.453 -0.01 -0.11 0.08
C 0.950 3.880 -0.424 -0.08 0.07 0.09
C 0.702 4.120 -1.913 -0.40 0.00 0.30
C -0.399 3.212 -2.498 -0.03 0.10 -0.28
C -0.010 2.426 -3.762 -0.09 0.08 0.10
C 1.385 1.795 -3.737 -0.31 -0.11 0.04
C 1.714 1.048 -2.431 0.31 0.06 -0.05
C 3.157 1.277 -1.922 -0.08 -0.25 -0.01
C 3.891 -0.037 -1.662 -0.26 -0.21 -0.23
C 3.315 -0.881 -0.544 0.04 -0.15 0.12
C 2.485 -0.300 0.414 0.09 -0.08 0.23
C 1.907 -1.104 1.381 0.00 -0.14 -0.04
C 2.140 -2.471 1.420 0.01 0.12 -0.17
C 2.983 -3.071 0.499 -0.04 0.23 0.24
C 3.571 -2.277 -0.488 -0.05 0.10 0.15
C 4.422 -2.970 -1.494 0.00 -0.04 -0.23
C 5.743 -2.599 -1.752 -0.15 -0.08 -0.03
C 6.493 -3.288 -2.695 -0.01 0.00 0.03
C 5.942 -4.351 -3.402 -0.16 0.01 0.11
C 4.626 -4.725 -3.158 0.08 0.17 0.14
C 3.879 -4.042 -2.206 0.08 0.01 -0.10
C 1.326 -3.028 2.544 0.01 0.28 -0.10
O 1.529 -4.002 3.199 -0.28 -0.35 -0.19
N 0.274 -2.047 2.813 0.79 0.17 0.23
C -0.877 -2.216 1.899 -0.54 -0.25 0.02
C -2.196 -2.430 2.646 -0.07 0.53 -0.24
C -3.374 -1.878 1.830 0.31 0.12 0.40
C -4.674 -1.995 2.615 -0.04 -0.62 -0.21
C -5.936 -1.655 1.846 0.00 0.18 0.01
F -7.014 -2.044 2.578 0.18 0.03 -0.09
F -5.963 -2.325 0.662 -0.07 0.04 0.20
C -6.059 -0.133 1.526 0.14 0.12 -0.02
F -5.168 0.168 0.568 -0.16 0.00 0.21
F -5.733 0.561 2.633 -0.09 -0.15 -0.18
S -7.771 0.514 0.973 0.04 -0.02 -0.14
F -7.328 1.993 1.351 0.00 -0.06 -0.03
F -8.309 0.285 2.447 0.01 0.01 -0.03
F -8.242 -0.940 0.552 -0.02 0.08 0.07
F -7.276 0.760 -0.515 -0.01 -0.04 0.10
F -9.191 1.066 0.570 0.05 0.00 0.02
C 0.962 -0.792 2.499 0.12 -0.38 -0.20
O 0.837 0.221 3.114 0.29 -0.83 -0.48
H -1.424 2.668 3.688 -0.03 0.17 0.01
H -0.090 1.522 3.931 -0.30 0.72 0.09
H 0.124 3.229 4.379 -0.03 0.07 0.04
H 1.062 4.586 2.088 -0.10 0.25 0.15
H -0.670 4.673 2.528 -0.03 -0.01 0.00
H -0.746 5.100 0.174 0.15 0.07 0.05
H -1.024 3.371 0.315 -0.07 0.09 -0.10
H 1.755 4.536 -0.076 0.07 -0.06 -0.08
H 1.271 2.849 -0.246 0.06 0.07 0.02
H 0.375 5.160 -2.007 0.17 0.03 -0.15
H 1.634 4.023 -2.470 0.01 0.00 0.02
H -0.774 2.518 -1.742 0.13 0.02 0.06
H -1.256 3.836 -2.765 -0.07 -0.11 0.08
H -0.760 1.645 -3.917 -0.01 0.02 -0.02
H -0.086 3.094 -4.625 0.08 -0.08 -0.04
H 2.130 2.566 -3.945 0.05 -0.06 0.07
H 1.431 1.080 -4.563 0.18 0.13 -0.09
H 1.010 1.332 -1.648 -0.02 -0.09 -0.07
H 1.577 -0.024 -2.598 -0.10 0.00 0.07
H 3.727 1.823 -2.675 0.00 0.07 0.06
H 3.143 1.884 -1.014 0.12 0.16 -0.13
H 3.811 -0.631 -2.580 0.19 0.00 0.02
H 4.958 0.124 -1.502 -0.01 0.10 0.08
H 2.265 0.759 0.407 0.02 -0.03 0.01
H 3.177 -4.135 0.543 0.04 0.00 -0.03
H 6.187 -1.776 -1.206 0.01 -0.05 0.00
H 7.517 -2.989 -2.878 0.01 -0.03 0.00
H 6.533 -4.889 -4.131 0.01 0.04 -0.02
H 4.171 -5.541 -3.705 0.05 -0.01 0.00
H 2.850 -4.330 -2.026 0.00 0.01 0.02
H -0.697 -3.048 1.210 0.06 0.02 0.02
H -0.982 -1.327 1.266 0.11 0.04 0.07
H -2.132 -1.849 3.569 0.00 -0.24 0.12
H -2.348 -3.484 2.880 0.06 0.00 0.17
H -3.443 -2.396 0.873 -0.11 0.08 -0.06
H -3.155 -0.821 1.652 -0.07 -0.06 -0.24
H -4.633 -1.427 3.542 -0.07 0.11 -0.04
H -4.830 -3.043 2.895 0.01 0.05 0.03
```
Forces are in eV/Å.

Results
SMILES = COCCCCCCCCCCc1cc2c(cc1-c1ccccc1)C(=O)N(CCCCC(F)(F)C(F)(F)S(F)(F)(F)(F)F)C2=O
HOMO level = -9.23 eV
gap between HOMO and LUMO = 9.08 eV

Here are the Mulliken charges for atoms 1 to 6, given in e:
1 C -0.7949
2 O -0.0859
3 C -0.9219
4 C -0.4941
5 C 0.3322
6 C -0.8596


(4)
This record from the OMol25 dataset describes an isolated molecule of C3H4N2S2 at a distorted geometry. The level of theory is ωB97M-V with the def2-TZVPD basis set.

```
11
Properties=species:S:1:pos:R:3:forces:R:3
S -1.762 -1.078 0.758 1.31 0.43 -0.64
C -0.265 -0.716 0.079 -1.98 0.06 1.16
N 0.397 -1.428 -0.817 -0.42 -1.02 -1.09
N 1.616 -0.912 -1.193 0.27 0.35 0.23
C 1.788 0.143 -0.487 1.54 0.32 -1.37
C 0.642 0.452 0.385 -0.11 0.08 1.25
S -0.080 2.100 0.119 -0.31 -0.07 -0.17
H -0.015 -2.181 -1.375 0.38 0.39 0.54
H 2.720 0.720 -0.681 -0.95 -0.37 0.51
H 0.912 0.427 1.452 0.04 -0.19 -0.31
H -1.222 1.792 0.779 0.24 0.02 -0.12
```
Forces are in eV/Å.

Results
SMILES = S=C1NN=C[C@H]1S
HOMO level = -8.82 eV
gap between HOMO and LUMO = 8.49 eV
relative energy (zero: lowest compared OMol25 entry of this formula, charge and spin) = 33.1 kcal per mole

Here are the Mulliken charges for atoms 1 to 6, given in e:
1 S -0.3177
2 C -0.0542
3 N 0.1719
4 N -0.5866
5 C -0.3320
6 C 0.2190


Sequential total energy output: -429.878311 -3518.711146 -2781.442079 -1022.562904 hartree